DFT (wB97M-V/def2-TZVPD) results for a structure of composition C29H24F4ILuN5O2S at a distorted geometry.

Values from the calculation:
- LUMO: -4.30 eV
- Maximum force: 0.061 hartree/bohr
- Net charge: +1
- HOMO level: -9.84 eV

XYZ file:
```
67
C29H24F4ILuN5O2S wB97M-V/def2-TZVPD
Lu -0.3133 0.0612 -0.3008
C 1.6335 -1.2962 -2.5843
N 1.3874 0.0878 -2.0853
C 2.6843 0.6181 -1.5850
C 0.9248 0.9234 -3.2222
C 0.0412 2.1207 -2.8462
N -0.8184 1.7959 -1.7232
C -1.8605 2.6333 -1.4196
C -2.8557 2.0773 -0.5473
F -2.5317 0.8090 -0.0253
C -3.9692 2.7847 -0.1163
F -4.9263 2.1948 0.6439
C -4.0770 4.1355 -0.4704
C -3.1278 4.7008 -1.3329
F -3.2853 6.0006 -1.7090
C -2.0112 4.0153 -1.7761
F -1.0449 4.6956 -2.4576
H 2.2408 -1.2656 -3.4981
H 0.7055 -1.8372 -2.7843
H 2.1936 -1.8694 -1.8407
H 3.4235 0.7125 -2.4043
H 3.0546 -0.0448 -0.8064
H 2.4928 1.6281 -1.1990
H 0.3528 0.3143 -3.9303
H 1.7973 1.3047 -3.7842
H -0.5913 2.3683 -3.7338
H 0.6979 2.9893 -2.6399
H -4.8755 4.7622 -0.1027
N -0.6716 -4.1280 0.8739
C 0.0757 -4.4738 2.0180
C 0.3014 -5.8453 2.3132
C 1.0570 -6.2370 3.3924
C 1.5843 -5.2486 4.2165
C 1.3766 -3.8936 4.0026
C 0.6489 -3.4816 2.8462
S 0.4817 -1.7961 2.4568
N -0.2523 -1.8396 0.9184
C -0.8100 -2.8891 0.3659
C -1.5957 -2.7268 -0.8448
C -2.5346 -3.7100 -1.2360
C -3.3094 -3.5105 -2.3645
C -3.2289 -2.2905 -3.0314
C -2.3232 -1.3740 -2.5723
N -1.5355 -1.5608 -1.5013
H -1.1179 -4.9274 0.3421
H -0.1388 -6.5403 1.6218
H 1.2581 -7.2801 3.5897
H 2.1260 -5.6195 5.0672
H 1.8301 -3.1226 4.6278
H -2.6309 -4.6441 -0.6433
H -3.9553 -4.3214 -2.7079
H -3.8611 -2.0688 -3.8824
H -2.2516 -0.3871 -3.0362
I 4.7076 6.2526 3.7032
C 3.3602 4.6286 3.0476
C 1.9925 4.8872 2.9702
C 1.1482 3.8527 2.5443
C 1.7127 2.6436 2.1133
C 3.0929 2.3929 2.2357
C 3.9229 3.3723 2.7238
C 0.8849 1.5849 1.4430
O -0.3694 1.7451 1.3504
O 1.5024 0.6131 0.8802
H 1.6070 5.8895 3.2365
H 0.0625 3.9798 2.4751
H 3.5013 1.4437 1.9323
H 5.0091 3.2101 2.7938
```

DFT (wB97M-V/def2-TZVPD) results for a structure of composition C29H24N2O8OsPS2 at a distorted geometry.

Values from the calculation:
- LUMO (alpha / beta): -6.06 / -6.00 eV
- Maximum force: 0.058 hartree/bohr
- Net charge: +1
- Energy above the lowest of the compared OMol25 structures with the same formula, charge and spin: 0.0 kJ/mol
- HOMO level (alpha / beta): -11.04 / -11.04 eV

XYZ file:
```
67
C29H24N2O8OsPS2 wB97M-V/def2-TZVPD
Os -0.1032 -0.3205 -0.8481
O -0.0143 -2.0828 2.8371
C -0.3693 -1.8533 1.7149
O 0.0564 -0.7585 1.0580
C -1.3298 -2.7478 0.9942
C -1.5832 -3.9879 1.5625
C -2.5232 -4.8132 0.9963
C -3.2506 -4.4324 -0.1062
C -2.9891 -3.2094 -0.6782
C -2.0190 -2.3475 -0.1525
O -1.8087 -1.1398 -0.7299
N -3.7797 -2.8792 -1.8938
O -3.3521 -2.0399 -2.6634
O -4.8122 -3.4970 -2.0521
N -2.7702 -6.1504 1.5822
O -2.0220 -6.5187 2.4640
O -3.7089 -6.7813 1.1424
H -1.0526 -4.2823 2.4568
H -4.0024 -5.0816 -0.5280
S -2.6483 0.6098 -4.9353
P -1.3947 1.1517 -3.5111
S -0.0588 -0.3854 -3.1542
C -2.1805 1.3526 -1.9130
C -3.4806 0.9006 -1.7106
C -4.0718 1.0690 -0.4707
C -3.3737 1.6872 0.5677
C -2.0803 2.1372 0.3729
C -1.4647 1.9704 -0.8721
C -0.5331 2.6839 -3.8675
C 0.8544 2.7858 -3.8189
C 1.4579 4.0141 -4.0652
C 0.6800 5.1265 -4.3513
C -0.7061 5.0211 -4.4082
C -1.3178 3.8015 -4.1699
H -4.0136 0.4148 -2.5194
H -5.0875 0.7245 -0.3106
H -3.8546 1.8369 1.5285
H -1.5590 2.6481 1.1714
H -0.4983 2.4235 -1.0651
H 1.4606 1.9163 -3.5957
H 2.5381 4.0944 -4.0459
H 1.1553 6.0822 -4.5341
H -1.3096 5.8873 -4.6495
H -2.3981 3.7143 -4.2227
C 3.8104 -0.1228 5.5303
C 3.5754 -0.0078 4.0545
C 4.2628 -0.8372 3.1678
C 4.0502 -0.7783 1.8116
C 4.8546 -1.6885 0.9089
C 3.0539 0.1208 1.3216
C 2.7869 0.0421 -0.0507
O 1.7575 0.4524 -0.6876
C 2.3653 0.9955 2.2133
C 1.3636 2.0148 1.7485
C 2.6606 0.9204 3.5535
H 4.8266 -0.4481 5.7502
H 3.1280 -0.8738 5.9423
H 3.6118 0.8177 6.0427
H 4.9791 -1.5507 3.5613
H 5.4245 -2.3935 1.5083
H 5.5677 -1.1140 0.3117
H 4.2336 -2.2690 0.2278
H 3.5476 -0.4219 -0.6770
H 1.6921 2.5409 0.8507
H 1.1823 2.7439 2.5367
H 0.4223 1.5191 1.5253
H 2.1617 1.5933 4.2427
```

DFT (wB97M-V/def2-TZVPD) results for a cluster of 2 separate species, C29H24NO4S2 in total at a distorted geometry.

Values from the calculation:
- LUMO: 2.17 eV
- Maximum force: 0.036 hartree/bohr
- Net charge: -1
- HOMO level: -2.41 eV

XYZ file:
```
60
C29H24NO4S2 wB97M-V/def2-TZVPD
C -3.5461 -0.1289 0.0328
C -2.4929 -0.7609 -0.7775
C -2.6709 -0.6743 -2.1723
N -2.7766 -0.6635 -3.3486
C -1.7171 -1.8763 -0.2980
C -1.7954 -2.3283 1.0546
C -1.1146 -3.4723 1.4583
C -0.3429 -4.2043 0.5483
C -0.2384 -3.7691 -0.7760
C -0.9207 -2.6330 -1.1999
H -3.3886 -0.2070 1.1087
H -3.6505 0.9298 -0.2324
H -4.5097 -0.6043 -0.2340
H -2.4249 -1.7861 1.7681
H -1.2006 -3.7943 2.4987
H 0.1359 -5.1301 0.8621
H 0.3652 -4.3150 -1.4998
H -0.8722 -2.3390 -2.2499
C -1.4510 2.2018 5.2274
C -2.3860 1.5378 4.4273
C -2.7498 2.0635 3.1876
C -2.1621 3.2577 2.7587
S -2.5746 3.9059 1.1584
C -1.4945 3.0558 0.0178
C -0.4839 2.2405 0.4057
C 0.6162 1.8472 -0.4851
C 0.3737 0.8406 -1.4308
C 1.3856 0.3750 -2.2630
C 2.6585 0.9495 -2.1860
C 2.9217 1.9552 -1.2448
C 1.9094 2.4024 -0.3944
S -1.8947 3.2525 -1.7466
C -3.0201 4.6500 -1.8914
C -4.3572 4.4087 -2.2143
C -5.2337 5.4845 -2.3521
C -4.7681 6.7920 -2.1938
C -3.4158 7.0265 -1.9135
C -2.5352 5.9560 -1.7723
O -0.7152 3.5551 -2.5183
O -2.7344 2.1227 -2.0885
O -3.9262 3.4751 0.8491
O -2.2175 5.3067 1.1660
C -1.2505 3.9511 3.5657
C -0.8943 3.4112 4.7996
H -1.1636 1.7816 6.1868
H -2.8472 0.6028 4.7511
H -3.4765 1.5684 2.5451
H -0.3992 1.9953 1.4749
H -0.6253 0.4007 -1.4732
H 1.1576 -0.4215 -2.9700
H 3.4455 0.6101 -2.8588
H 3.9194 2.4045 -1.1757
H 2.0909 3.2002 0.3266
H -4.7086 3.3873 -2.3386
H -6.2803 5.2778 -2.5848
H -5.4550 7.6332 -2.2949
H -3.0299 8.0413 -1.7990
H -1.4787 6.1143 -1.5628
H -0.8287 4.8872 3.2081
H -0.1736 3.9517 5.4146
```

DFT (wB97M-V/def2-TZVPD) results for a structure of composition C29H25AlGeN3O.

Values from the calculation:
- LUMO (alpha / beta): -6.48 / -9.35 eV
- Expectation value of S²: 0.78
- Spin multiplicity: 2
- Maximum force: 0.013 hartree/bohr
- Net charge: +2
- HOMO level (alpha / beta): -14.41 / -14.40 eV

XYZ file:
```
60
C29H25AlGeN3O wB97M-V/def2-TZVPD
Al 0.8209 -1.4550 0.7385
O 1.2026 -1.2951 4.6353
C 1.3293 -1.1789 3.4424
N 0.8580 -2.0130 2.4714
C 0.2146 -3.2414 2.8759
C -0.4356 -3.8346 1.6585
C -1.1819 -5.0004 1.7054
C -1.7834 -5.4603 0.5513
C -1.6255 -4.7434 -0.6327
C -0.8632 -3.6046 -0.6137
N -0.2654 -3.1542 0.5097
C 2.1080 -0.0394 2.8264
C 2.7487 0.9101 3.5879
C 3.5131 1.8683 2.9332
C 3.6139 1.8265 1.5489
C 2.9238 0.8495 0.8575
N 2.1760 -0.0653 1.4818
H -0.5128 -3.0817 3.6754
H 0.9543 -3.9486 3.2652
H -1.2869 -5.5249 2.6454
H -2.3774 -6.3641 0.5676
H -2.0925 -5.0630 -1.5524
H -0.7185 -3.0173 -1.5089
H 2.6538 0.8662 4.6638
H 4.0355 2.6294 3.4971
H 4.2257 2.5347 1.0089
H 2.9854 0.7731 -0.2220
C 0.9023 -1.2558 -3.1067
Ge 0.2782 -0.3885 -1.4831
C -1.6786 -0.3470 -1.4238
C -2.4077 -0.1959 -2.6046
C -3.7957 -0.1289 -2.5787
C -4.4729 -0.2027 -1.3705
C -3.7650 -0.3548 -0.1853
C -2.3801 -0.4317 -0.2208
C 0.7952 1.5334 -1.6764
C 1.5729 1.8760 -2.8091
C 1.8765 3.1818 -3.1308
C 1.4363 4.2243 -2.3022
C 0.6787 3.9453 -1.1576
C 0.2323 4.9932 -0.3352
C -0.5039 4.7286 0.8211
C -0.7993 3.4210 1.1551
C -0.3641 2.3662 0.3418
C 0.3659 2.5945 -0.8277
H 0.4260 -0.8009 -3.9751
H 0.6409 -2.3122 -3.0863
H 1.9834 -1.1815 -3.2152
H -1.8993 -0.1291 -3.5600
H -4.3477 -0.0204 -3.5026
H -5.5529 -0.1479 -1.3499
H -4.2921 -0.4190 0.7572
H -1.8541 -0.5843 0.7239
H 1.9280 1.0934 -3.4654
H 2.4478 3.4047 -4.0216
H 1.6933 5.2506 -2.5333
H 0.4528 6.0151 -0.6178
H -0.8425 5.5416 1.4480
H -1.3747 3.2102 2.0462
H -0.6003 1.3480 0.6284
```

DFT (wB97M-V/def2-TZVPD) results for a structure of composition C29H25BaCl4N5OS2.

Values from the calculation:
- LUMO: -0.19 eV
- Maximum force: 0.018 hartree/bohr
- Energy above the lowest of the compared OMol25 structures with the same formula, charge and spin: 0.0 kJ/mol
- HOMO level: -6.03 eV

XYZ file:
```
67
C29H25BaCl4N5OS2 wB97M-V/def2-TZVPD
Ba -3.2608 -0.3545 1.7964
Cl 8.3582 -1.9694 -4.0541
C 6.8436 -1.6565 -3.2642
C 5.6595 -2.0268 -3.8788
C 4.4599 -1.7547 -3.2435
C 4.4166 -1.1212 -2.0074
C 3.0937 -0.8235 -1.3339
C 2.7778 -1.9035 -0.3088
N 1.6275 -1.5462 0.4901
C 1.6490 -0.7190 1.5880
C 0.3517 -0.5349 1.9401
N -0.4728 -1.2027 1.0593
C 0.3327 -1.7928 0.2053
O 2.0094 -0.7997 -2.2406
C 1.7114 0.4917 -2.7673
C 2.7439 0.9516 -3.7501
C 3.7716 1.8042 -3.4850
Cl 4.0935 2.6110 -2.0044
S 4.8276 2.0168 -4.8170
C 3.8951 0.9440 -5.7731
C 2.8298 0.4582 -5.0885
C 5.6286 -0.7820 -1.4141
Cl 5.6571 -0.0078 0.1468
C 6.8436 -1.0354 -2.0289
H 5.6802 -2.5118 -4.8439
H 3.5251 -2.0135 -3.7207
H 3.1747 0.1358 -0.8083
H 3.6296 -2.0364 0.3595
H 2.5905 -2.8480 -0.8213
H 2.5660 -0.3354 1.9986
H -0.0343 0.0597 2.7491
H 0.0386 -2.3998 -0.6341
H 1.5988 1.2028 -1.9461
H 0.7470 0.3834 -3.2626
H 4.1856 0.7405 -6.7891
H 2.1133 -0.2342 -5.5061
H 7.7693 -0.7490 -1.5520
C -9.9764 -1.6877 2.7562
C -8.6133 -1.2415 2.3227
C -8.4206 -0.5200 1.1445
C -7.1229 -0.1903 0.8378
N -6.0913 -0.5277 1.6080
C -6.3615 -1.2237 2.7433
S -5.0266 -1.6498 3.7669
N -7.6021 -1.5842 3.1054
H -10.7630 -1.1120 2.2720
H -10.0647 -1.6028 3.8374
H -10.1110 -2.7400 2.4980
H -9.2441 -0.2310 0.5089
H -6.8887 0.3750 -0.0584
N -2.5066 -0.8303 5.6327
C -1.8924 -0.3176 4.7969
H -3.1342 -1.2800 6.2674
Cl 3.3166 2.7990 2.2073
C 1.5741 2.7544 2.0122
C 1.0298 2.7213 0.7393
C -0.3384 2.6305 0.5748
C -1.2313 2.5792 1.6696
C -2.6575 2.4191 1.4914
C -0.6288 2.6507 2.9465
C 0.7428 2.7338 3.1189
H 1.6868 2.7815 -0.1185
H -0.7462 2.6103 -0.4303
H -3.0161 2.7722 0.5231
H -3.2492 2.8555 2.2996
H -1.2652 2.6364 3.8243
H 1.1691 2.7784 4.1127
```

DFT (wB97M-V/def2-TZVPD) results for a structure of composition C29H25Br2Cl5NO4PY at a distorted geometry.

Values from the calculation:
- LUMO: -2.98 eV
- Maximum force: 0.035 hartree/bohr
- Net charge: +1
- Energy above the lowest of the compared OMol25 structures with the same formula, charge and spin: 62.8 kJ/mol
- HOMO level: -11.47 eV

XYZ file:
```
68
C29H25Br2Cl5NO4PY wB97M-V/def2-TZVPD
Y 0.5004 0.4835 -0.0771
C -3.2939 2.5428 2.2021
C -2.1292 1.5876 2.2330
C -2.3218 0.2094 2.0948
C -1.2717 -0.6840 2.2739
C 0.0034 -0.2137 2.5847
C 0.2206 1.1591 2.6778
C -0.8407 2.0467 2.4941
H -3.8821 2.4326 3.1158
H -3.9661 2.3457 1.3666
H -2.9603 3.5781 2.1459
H -3.3179 -0.1732 1.8959
H -1.4538 -1.7496 2.2243
H 0.7978 -0.9079 2.8142
H 1.1952 1.5322 2.9621
H -0.6711 3.1102 2.6188
Br -1.3348 -2.1385 -0.9835
C -0.5724 -3.3343 -2.3315
Br 1.1228 -4.0962 -1.9128
H -0.4934 -2.7548 -3.2403
H -1.2911 -4.1330 -2.4222
C -1.9177 3.3187 -1.1866
P -1.7906 1.5132 -1.4515
C -3.5401 0.9958 -1.3377
C -1.5181 1.3887 -3.2530
C -0.8315 2.3804 -3.9493
C -0.5993 2.2489 -5.3119
C -1.0550 1.1286 -5.9927
C -1.7464 0.1379 -5.3074
C -1.9726 0.2648 -3.9447
H -2.5317 3.7661 -1.9670
H -0.9340 3.7855 -1.1821
H -2.3832 3.4983 -0.2166
H -4.1299 1.5808 -2.0429
H -3.9139 1.1606 -0.3276
H -3.6469 -0.0620 -1.5695
H -0.4524 3.2551 -3.4320
H -0.0590 3.0248 -5.8419
H -0.8744 1.0287 -7.0554
H -2.1107 -0.7350 -5.8369
H -2.5058 -0.5211 -3.4217
O 2.6628 0.4382 0.6605
C 2.6948 -0.7575 0.2554
O 1.5900 -1.3968 0.1325
C 3.9710 -1.3519 -0.2190
C 4.3926 -2.6202 0.1557
C 5.5685 -3.1363 -0.3690
C 6.3028 -2.4062 -1.2923
C 5.8485 -1.1534 -1.6578
C 4.7049 -0.6018 -1.1252
N 6.6055 -0.3685 -2.6621
O 6.0709 0.6310 -3.1066
O 7.6343 -0.8517 -3.0852
H 3.8038 -3.2032 0.8541
H 5.9113 -4.1176 -0.0667
H 7.2129 -2.7914 -1.7283
H 4.3963 0.3924 -1.4144
Cl 1.3643 -0.4457 -3.0127
C 1.8993 1.2091 -2.7897
C 1.5266 1.7581 -1.5859
C 2.0184 3.0091 -1.2987
Cl 1.6012 3.6114 0.2950
C 2.8117 3.7316 -2.1773
Cl 3.4192 5.2766 -1.7463
C 3.1009 3.1646 -3.4256
Cl 4.0353 4.0378 -4.5625
C 2.6436 1.8811 -3.7450
Cl 2.9907 1.1580 -5.2573
```

DFT (wB97M-V/def2-TZVPD) results for a structure of composition C29H25BrF4N8O4PReS.

Values from the calculation:
- LUMO (alpha / beta): -3.07 / -3.49 eV
- Expectation value of S²: 0.76
- Spin multiplicity: 2
- Maximum force: 0.007 hartree/bohr
- Net charge: +1
- Energy above the lowest of the compared OMol25 structures with the same formula, charge and spin: 55.6 kJ/mol
- HOMO level (alpha / beta): -9.99 / -9.98 eV

XYZ file:
```
74
C29H25BrF4N8O4PReS wB97M-V/def2-TZVPD
Re 0.2001 0.1805 1.2193
C 0.1573 4.2102 2.9621
C 0.1851 2.7482 2.6624
N 0.0947 2.2399 1.4544
O -0.0427 3.1574 0.3897
C 0.2947 1.7649 3.6795
C 0.3699 2.0379 5.1428
N 0.3063 0.4974 3.2293
O 0.3439 -0.4324 4.0887
H 0.1440 4.8034 2.0545
H 1.0246 4.4848 3.5626
H -0.7314 4.4522 3.5478
H 0.8492 3.2605 0.0283
H 0.0939 3.0659 5.3686
H 1.3761 1.8575 5.5292
H -0.2924 1.3586 5.6796
F 3.2758 -4.6152 -3.6764
C 2.7380 -4.0663 -2.6001
C 3.4620 -3.9937 -1.4241
F 4.6941 -4.4779 -1.3724
C 2.8827 -3.4175 -0.3066
F 3.6057 -3.4010 0.8150
C 1.5972 -2.8897 -0.3273
P 0.9703 -2.0464 1.1788
C 0.5627 -3.4474 2.2608
C 0.5428 -3.3841 3.6531
C 0.1417 -4.4898 4.3881
C -0.2662 -5.6515 3.7504
C -0.2715 -5.7121 2.3645
C 0.1464 -4.6192 1.6220
C 2.3605 -0.9900 1.6792
C 2.6135 0.0479 0.7509
C 3.3710 1.1675 1.1488
C 3.8773 1.2442 2.4234
C 3.6956 0.1708 3.3088
C 2.9508 -0.9269 2.9529
C 0.8758 -3.0040 -1.5171
Br -0.9305 -2.4806 -1.6246
C 1.4410 -3.5792 -2.6403
F 0.7578 -3.6917 -3.7740
H 0.8013 -2.4670 4.1581
H 0.1440 -4.4368 5.4687
H -0.5783 -6.5096 4.3310
H -0.5877 -6.6151 1.8590
H 0.1513 -4.6877 0.5421
H 2.4262 -0.0970 -0.3069
H 3.5830 1.9446 0.4247
H 4.4564 2.1046 2.7309
H 4.1476 0.2087 4.2916
H 2.8108 -1.7370 3.6533
S -2.1794 0.8532 -1.2704
C -2.8685 1.9281 -2.4695
C -3.3466 1.4107 -3.6698
C -3.9128 2.2703 -4.5957
C -3.9977 3.6283 -4.3167
C -3.5231 4.1383 -3.1146
C -2.9568 3.2882 -2.1805
H -3.2687 0.3504 -3.8709
H -4.2865 1.8831 -5.5335
H -4.4410 4.2964 -5.0432
H -3.5974 5.1970 -2.9068
H -2.5774 3.6600 -1.2374
O -0.1506 1.4057 -2.8063
N -0.4812 0.9147 -1.7723
O 0.3239 0.3458 -1.0057
N -4.5848 -2.2110 1.6396
N -3.5824 -1.2987 1.8924
N -3.7289 -0.3280 2.7650
C -2.5887 0.3254 2.6201
N -1.8176 -0.2463 1.6841
N -2.4830 -1.2973 1.2205
H -5.1237 -2.3152 2.4920
H -4.1504 -3.0849 1.3640
H -2.3075 1.1950 3.1871
```

no.,molar mass (g mol⁻¹),E (eV)
1,884.474,-105432.323
2,813.855,-83236.402
3,514.648,-61811.196
4,531.131,-100097.817
5,802.827,-112431.155
6,908.475,-253183.399
7,954.715,-153742.181